[1]
The following is a DFT calculation (ωB97M-V/def2-TZVPD) of C20H41N2P3STl as an isolated structure.

Summary:
**Energy above the lowest of the compared OMol25 structures with the same formula, charge and spin**: 17.7 kJ/mol
**E_HOMO (alpha / beta)**: -16.55 / -16.57 eV
**Frontier orbital gap (alpha / beta)**: 0.191 / 0.166 Eh
**Net charge**: +3

The geometry in XYZ format:
```
68
C20H41N2P3STl | OMol25 | ωB97M-V/def2-TZVPD
Tl -0.01 -0.49 0.13
P -0.68 -2.81 -1.71
P 0.04 -2.59 2.08
P -1.50 1.01 -1.61
H 3.22 1.51 3.47
C 2.66 2.40 3.24
C 1.46 2.63 3.78
H 1.03 1.96 4.52
C 0.94 -3.25 -2.47
C -1.14 -4.52 -1.22
C -1.65 -2.75 -3.27
C 0.33 -1.67 3.63
C -1.21 -3.84 2.57
C 1.57 -3.57 1.86
C -1.34 2.62 -0.75
C -3.06 1.35 -2.48
C -0.35 1.17 -3.04
H 3.15 3.14 2.59
H 0.80 3.42 3.40
H 0.75 -4.06 -3.20
H 1.65 -3.62 -1.71
H 1.39 -2.39 -2.98
H -1.07 -5.15 -2.12
H -2.18 -4.55 -0.87
H -0.48 -4.92 -0.45
H -1.42 -3.66 -3.84
H -1.40 -1.87 -3.87
H -2.73 -2.74 -3.06
H 1.13 -2.11 4.24
H -0.61 -1.65 4.19
H 0.62 -0.63 3.40
H -0.77 -4.64 3.19
H -1.65 -4.27 1.66
H -2.02 -3.32 3.11
H 1.69 -4.23 2.73
H 2.42 -2.88 1.78
H 1.50 -4.16 0.92
H -1.02 3.38 -1.48
H -0.61 2.61 0.06
H -2.32 2.89 -0.33
H -2.88 2.24 -3.11
H -3.85 1.53 -1.75
H -3.35 0.48 -3.10
H -0.51 2.19 -3.44
H -0.60 0.40 -3.80
H 0.71 1.10 -2.72
C 3.33 3.81 -0.73
C 4.21 3.92 -1.84
C 5.19 4.91 -1.88
C 5.31 5.82 -0.83
C 4.35 5.83 0.19
C 3.35 4.85 0.23
S 2.20 2.46 -0.56
H 2.19 2.13 0.80
H 4.12 3.21 -2.67
H 5.91 4.97 -2.70
H 6.14 6.54 -0.80
H 4.40 6.57 1.00
H 2.61 4.86 1.05
N -3.71 -0.50 1.72
C -4.99 -0.88 1.92
C -5.26 -1.83 0.94
C -4.06 -1.96 0.20
N -3.10 -1.14 0.70
H -3.17 0.19 2.24
H -5.61 -0.46 2.71
H -6.17 -2.37 0.78
H -3.89 -2.59 -0.65
```

[2]
The following is a DFT calculation (ωB97M-V/def2-TZVPD) of C20H41N2P3STm as an isolated structure.

Summary:
**Energy above the lowest of the compared OMol25 structures with the same formula, charge and spin**: 137.6 kJ/mol
**E_HOMO (alpha / beta)**: -15.50 / -15.50 eV
**Frontier orbital gap (alpha / beta)**: 0.149 / 0.150 Eh
**Multiplicity**: 3
**Net charge**: +3

The geometry in XYZ format:
```
68
C20H41N2P3STm | OMol25 | ωB97M-V/def2-TZVPD
Tm -0.81 -0.13 0.56
P -2.60 1.36 -0.90
P -1.38 -2.56 -0.86
P 0.56 0.42 -1.88
H 0.21 0.01 3.10
C 0.44 0.86 2.43
C -0.47 1.83 2.01
H -1.41 2.06 2.53
C -4.23 1.70 -0.13
C -3.19 0.65 -2.50
C -2.15 3.07 -1.39
C -0.23 -3.84 -0.23
C -2.95 -3.47 -0.60
C -1.25 -2.79 -2.68
C 1.45 2.02 -1.67
C 0.15 0.61 -3.67
C 1.95 -0.79 -2.04
H 1.52 1.09 2.38
H -0.13 2.64 1.35
H -4.09 1.92 0.94
H -4.90 0.84 -0.22
H -4.69 2.57 -0.61
H -3.69 -0.31 -2.31
H -2.36 0.49 -3.19
H -3.90 1.35 -2.96
H -1.86 3.63 -0.49
H -3.03 3.54 -1.85
H -1.31 3.08 -2.10
H -0.39 -4.80 -0.74
H -0.40 -3.98 0.84
H 0.81 -3.52 -0.38
H -2.90 -4.46 -1.07
H -3.80 -2.92 -1.03
H -3.13 -3.60 0.48
H -1.56 -3.81 -2.95
H -0.22 -2.64 -3.03
H -1.91 -2.09 -3.20
H 2.38 1.98 -2.26
H 1.69 2.20 -0.62
H 0.82 2.85 -2.03
H 1.09 0.79 -4.21
H -0.52 1.45 -3.86
H -0.31 -0.31 -4.06
H 2.76 -0.26 -2.56
H 1.62 -1.65 -2.64
H 2.33 -1.13 -1.07
C 5.09 0.74 1.56
C 6.14 -0.20 1.44
C 7.41 0.08 1.95
C 7.68 1.32 2.55
C 6.64 2.24 2.71
C 5.36 1.96 2.22
S 3.55 0.52 0.73
H 2.74 -0.15 1.61
H 5.94 -1.14 0.91
H 8.20 -0.67 1.85
H 8.70 1.57 2.89
H 6.83 3.19 3.21
H 4.55 2.69 2.31
N -2.54 -0.59 3.26
C -3.75 -0.81 3.81
C -4.62 -1.14 2.78
C -3.88 -1.08 1.61
N -2.59 -0.71 1.89
H -1.69 -0.33 3.74
H -3.90 -0.74 4.88
H -5.67 -1.38 2.85
H -4.19 -1.30 0.60
```

[3]
The following is a DFT calculation (ωB97M-V/def2-TZVPD) of an isolated ion of composition C20H41N4O2 and charge +1.

Summary:
**E_HOMO**: -11.22 eV
**Frontier orbital gap**: 0.293 Eh
**Net charge**: +1

The geometry in XYZ format:
```
67
C20H41N4O2 | OMol25 | ωB97M-V/def2-TZVPD
C 9.22 -2.76 -0.07
C 8.01 -1.78 0.33
C 8.00 -0.61 -0.80
C 6.50 -0.11 -1.06
C 6.31 1.31 -0.33
C 5.54 1.10 1.06
C 4.32 2.15 1.11
C 3.06 1.44 0.40
C 1.89 2.57 0.30
C 0.86 2.26 1.49
C -0.59 2.88 1.26
C -1.26 2.46 -0.14
C -2.69 1.76 0.19
C -3.76 2.95 0.31
C -5.25 2.38 0.43
C -5.64 1.33 -0.70
N -5.41 -0.09 -0.55
C -5.90 -0.77 -1.72
N -5.89 -2.09 -1.97
O -5.36 -3.01 -1.13
C -6.12 -3.10 0.12
C -6.11 -4.56 0.79
C -6.07 -5.77 -0.23
O -7.35 -4.66 1.56
N -6.37 0.32 -2.50
N -6.24 1.56 -1.98
H 9.01 -3.16 -1.13
H 10.17 -2.13 -0.10
H 9.32 -3.62 0.66
H 8.21 -1.27 1.33
H 7.01 -2.35 0.34
H 8.67 0.23 -0.38
H 8.51 -0.96 -1.76
H 5.72 -0.87 -0.69
H 6.30 0.07 -2.17
H 5.68 1.97 -1.02
H 7.28 1.85 -0.12
H 5.08 0.05 1.17
H 6.20 1.31 1.97
H 4.55 3.08 0.49
H 4.03 2.45 2.18
H 3.32 1.07 -0.65
H 2.68 0.56 1.00
H 2.37 3.60 0.40
H 1.43 2.51 -0.74
H 1.30 2.73 2.44
H 0.73 1.15 1.68
H -1.23 2.57 2.16
H -0.48 4.02 1.27
H -0.58 1.76 -0.74
H -1.53 3.38 -0.78
H -2.64 1.08 1.09
H -2.91 1.10 -0.72
H -3.57 3.59 1.23
H -3.71 3.56 -0.66
H -5.41 1.84 1.43
H -6.00 3.24 0.33
H -6.31 -2.39 -2.86
H -7.18 -2.72 -0.05
H -5.60 -2.40 0.87
H -5.27 -4.59 1.55
H -5.33 -5.66 -1.08
H -7.10 -6.06 -0.65
H -5.73 -6.69 0.37
H -7.42 -3.79 2.00
H -6.80 0.27 -3.42
H -6.49 2.47 -2.38
```

[4]
The following is a DFT calculation (ωB97M-V/def2-TZVPD) of a 4-piece molecular cluster, C20H42BClFN2O10S overall.

Summary:
**E_HOMO**: -10.71 eV
**Frontier orbital gap**: 0.272 Eh
**Net charge**: +1

The geometry in XYZ format:
```
78
C20H42BClFN2O10S | OMol25 | ωB97M-V/def2-TZVPD
C 1.26 -5.21 0.90
C 0.03 -4.72 0.18
N -0.86 -3.96 0.69
C -0.16 -5.22 -1.24
C -1.13 -4.44 -2.11
S -0.73 -2.64 -2.10
C -2.32 -2.22 -1.68
O -2.64 -0.99 -1.49
B -2.41 -0.46 -0.13
O -1.56 0.56 -0.02
O -3.04 -1.07 0.90
N -3.12 -3.23 -1.55
F -4.42 -3.03 -1.28
C -2.60 -4.60 -1.59
C -3.47 -5.60 -2.35
C -4.24 -6.48 -1.37
O -4.85 -6.07 -0.45
Cl -4.12 -8.19 -1.74
H 1.55 -4.51 1.69
H 2.10 -5.36 0.22
H 1.05 -6.18 1.36
H -0.61 -3.71 1.65
H -0.50 -6.27 -1.20
H 0.82 -5.25 -1.73
H -1.07 -4.76 -3.15
H -1.20 0.94 -0.83
H -2.57 -1.77 1.36
H -2.54 -4.90 -0.54
H -4.23 -5.08 -2.96
H -2.86 -6.21 -3.01
C 3.05 -0.09 3.17
O 2.09 -1.14 3.26
C 1.42 -1.18 4.51
C 0.04 -0.56 4.45
O 0.06 0.83 4.20
C -0.10 1.18 2.84
H 3.34 -0.01 2.12
H 2.63 0.87 3.49
H 3.94 -0.32 3.77
H 2.02 -0.68 5.29
H 1.32 -2.23 4.79
H -0.46 -0.72 5.41
H -0.54 -1.08 3.67
H -1.12 0.99 2.51
H 0.59 0.62 2.20
H 0.12 2.24 2.74
C 1.84 2.71 -4.96
O 2.06 1.35 -4.64
C 2.43 1.12 -3.30
C 1.27 0.61 -2.48
O 0.21 1.55 -2.35
C -0.83 1.37 -3.29
H 1.37 2.74 -5.94
H 1.19 3.20 -4.23
H 2.79 3.25 -5.02
H 2.84 2.03 -2.85
H 3.22 0.36 -3.29
H 1.62 0.38 -1.47
H 0.88 -0.31 -2.93
H -1.43 0.48 -3.05
H -0.45 1.26 -4.31
H -1.47 2.25 -3.24
C -0.10 6.91 -0.09
O 0.06 7.30 1.26
C -0.27 6.29 2.20
C 0.96 5.59 2.74
O 1.64 4.87 1.73
C 2.79 5.54 1.23
H 0.37 7.67 -0.70
H 0.37 5.94 -0.29
H -1.16 6.85 -0.35
H -0.95 5.56 1.75
H -0.79 6.77 3.03
H 0.65 4.88 3.51
H 1.63 6.32 3.21
H 3.61 5.50 1.96
H 2.57 6.58 0.99
H 3.10 5.01 0.33
```

Calculated DFT total energy (eV), listed in the same order as above: -67751.94994; -92590.18053; -31447.01711; -71619.27544